# 1
Here is a molecular structure, C24H22Cl5N2O7Re in a non-equilibrium geometry from OMol25. Energies are from wB97M-V/def2-TZVPD.

As for the LUMO energy (alpha / beta): -5.42 / -5.06 eV. As for the spin multiplicity: 2. Its energy is -3943.01928 Ha. As for the net charge: +1. The energy above the lowest of the compared OMol25 structures with the same formula, charge and spin comes out at 0.740 eV.

Atoms and positions in Å:
Re1 -0.13383 0.23695 -0.27577
O1 3.25316 0.55378 1.73536
C1 2.26501 0.99142 1.24607
O2 1.05131 0.34972 1.25285
C2 2.22035 2.34343 0.58414
C3 0.82714 2.95957 0.70855
C4 0.82961 4.43446 0.34176
C5 1.07975 4.38709 -1.19639
C6 1.11371 2.88843 -1.47302
O3 0.14589 2.36713 -0.47000
C7 2.42531 2.27737 -0.97045
C8 2.54981 0.90646 -1.59585
O4 3.46016 0.63425 -2.32361
O5 1.52099 0.06411 -1.39051
H1 2.98223 2.94404 1.07026
H2 0.29227 2.70212 1.61546
H3 1.58930 4.98241 0.89636
H4 -0.14305 4.86888 0.56235
H5 2.01858 4.85090 -1.49240
H6 0.27180 4.86428 -1.74597
H7 0.80812 2.58782 -2.47016
H8 3.29859 2.82972 -1.29806
Cl1 -4.97240 -3.89221 2.89907
C9 -3.67914 -3.24876 1.99157
C10 -3.41417 -1.88523 2.03629
Cl2 -4.37340 -0.80795 2.96079
C11 -2.35063 -1.40673 1.29964
Cl3 -1.95464 0.29660 1.22935
C12 -1.54218 -2.19521 0.50647
O6 -0.53061 -1.67287 -0.22273
C13 -1.82557 -3.55684 0.45382
Cl4 -0.83818 -4.53864 -0.53619
C14 -2.88512 -4.07989 1.18978
Cl5 -3.23039 -5.75038 1.10825
C15 2.51832 0.41773 -6.68624
C16 1.41461 -0.56802 -7.03844
N1 0.49750 -0.80375 -5.91100
C17 0.64279 -2.06309 -5.17031
C18 1.99758 -2.21952 -4.49207
C19 -0.48113 0.09801 -5.72103
O7 -0.72658 1.03274 -6.46809
C20 -1.28882 0.05499 -4.44088
C21 -2.65175 0.31548 -4.46489
C22 -3.32519 0.51305 -3.26614
C23 -2.61942 0.51026 -2.08992
N2 -1.28588 0.28426 -2.05670
C24 -0.64345 0.04031 -3.22773
H9 3.19741 0.52472 -7.53416
H10 3.09465 0.08513 -5.82135
H11 2.09091 1.39773 -6.46935
H12 1.82873 -1.53090 -7.33514
H13 0.83068 -0.17204 -7.86476
H14 0.49609 -2.88433 -5.87504
H15 -0.15530 -2.13690 -4.43629
H16 2.79855 -2.32067 -5.22576
H17 1.98963 -3.12352 -3.87940
H18 2.23727 -1.37341 -3.84154
H19 -3.16954 0.38164 -5.41472
H20 -4.39043 0.69616 -3.24690
H21 -3.10992 0.71118 -1.14944
H22 0.41743 -0.15610 -3.16583

***

# 2
Here is a molecular structure, C24H22ClF3IIrN3OS in a non-equilibrium geometry from OMol25. Energies are from wB97M-V/def2-TZVPD.

As for the LUMO energy (alpha / beta): -6.70 / -8.53 eV. As for the spin multiplicity: 2. Its energy is -2726.74711 Ha. As for the net charge: +2. The energy above the lowest of the compared OMol25 structures with the same formula, charge and spin comes out at 0.737 eV.

Atoms and positions in Å:
Ir1 1.41433 0.09560 0.25496
C1 3.14484 -0.59550 2.50808
C2 4.16403 -0.32018 1.40916
N1 3.51069 -0.39282 0.07107
C3 4.16009 0.45994 -0.94618
C4 3.90156 1.92596 -0.61946
S1 2.21954 2.17433 0.10591
C5 2.60306 2.54848 1.86600
C6 1.84937 1.57964 2.75712
N2 1.89049 0.16894 2.25841
H1 3.55964 -0.34848 3.48675
H2 2.87627 -1.65203 2.51191
H3 4.98156 -1.03896 1.47285
H4 4.60281 0.66717 1.52744
H5 3.51418 -1.36256 -0.23732
H6 3.72273 0.20313 -1.90960
H7 5.23663 0.27975 -1.00048
H8 3.94173 2.54106 -1.51617
H9 4.61448 2.33727 0.09220
H10 2.28576 3.57030 2.06378
H11 3.68112 2.50023 2.00028
H12 0.79368 1.84735 2.77953
H13 2.23982 1.62499 3.77600
H14 1.12794 -0.30483 2.74111
Cl1 -1.06142 -2.89323 -5.53187
C7 -0.33663 -2.66466 -4.01648
C8 0.04395 -3.77127 -3.27656
C9 0.62675 -3.63388 -2.02560
I1 1.16066 -5.27107 -0.91984
C10 0.84881 -2.32777 -1.47183
O1 1.34768 -2.14144 -0.33549
C11 0.47928 -1.17676 -2.28054
N3 0.72787 0.02797 -1.72694
C12 0.30869 1.11678 -2.37016
C13 -0.30967 1.05702 -3.61588
C14 -0.52485 -0.16451 -4.20908
C15 -0.13272 -1.32375 -3.52671
H15 -0.13071 -4.75679 -3.68630
H16 0.45357 2.06775 -1.87962
H17 -0.62128 1.97462 -4.09366
H18 -1.00374 -0.23829 -5.17568
F1 -7.84952 -0.83685 1.76568
C16 -7.34205 0.40569 1.80276
F2 -7.94827 1.10993 0.83283
F3 -7.67988 0.95091 2.97561
C17 -5.84842 0.38281 1.59487
C18 -5.35666 -0.17242 0.41951
C19 -3.99486 -0.20647 0.19577
C20 -3.11389 0.31452 1.14807
C21 -3.61946 0.86643 2.32387
C22 -4.98655 0.90143 2.54655
C23 -1.69918 0.28282 0.90712
C24 -0.50799 0.22732 0.68530
H19 -6.04303 -0.57577 -0.31330
H20 -3.60199 -0.63856 -0.71504
H21 -2.93970 1.26909 3.06243
H22 -5.38116 1.32962 3.45686

***

# 3
Here is a gas-phase ion, C24H22F6N3O4S2 (charge -1) in a non-equilibrium geometry from OMol25. Energies are from wB97M-V/def2-TZVPD.

As for the LUMO energy: 2.44 eV. The SMILES is CN(C)c1ccc([C@H](c2c([O-])n(C)c(=S)n(C)c2=O)[C@H](c2ccc(C(F)(F)F)cc2)S(=O)(=O)C(F)(F)F)cc1. Its energy is -2788.64469 Ha. As for the net charge: -1. The energy above the lowest of the compared OMol25 structures with the same formula, charge and spin comes out at 0.000 eV.

Atoms and positions in Å:
C1 0.68197 -2.57329 -5.21094
N1 0.38159 -3.03672 -3.87308
C2 -0.11000 -4.39586 -3.82175
C3 0.47829 -2.24035 -2.77115
C4 0.75013 -0.84985 -2.89649
C5 0.57090 -0.01339 -1.79661
C6 0.08402 -0.52061 -0.58807
C7 -0.46947 0.41868 0.51167
C8 -1.09024 1.64650 -0.10112
C9 -2.31205 1.50183 -0.82465
O1 -3.03644 0.50049 -0.80040
N2 -2.62015 2.63113 -1.64200
C10 -3.68502 2.43851 -2.61248
C11 -2.49470 3.90733 -1.09886
S1 -3.51156 5.19883 -1.46544
N3 -1.46975 3.99128 -0.19627
C12 -1.13229 5.30146 0.33844
C13 -0.49680 2.94033 -0.15070
O2 0.71172 3.18538 -0.11422
C14 0.44812 0.73014 1.59360
C15 1.03193 -0.45454 2.33397
C16 0.25246 -1.27466 3.14757
C17 0.75920 -2.46243 3.67975
C18 2.07348 -2.79805 3.38016
C19 2.66492 -4.09223 3.85391
F1 3.45444 -4.67422 2.90133
F2 3.46728 -3.90773 4.96216
F3 1.71101 -5.00272 4.19134
C20 2.90878 -1.94003 2.67294
C21 2.38650 -0.76176 2.15349
S2 -0.38442 1.98674 2.96458
O3 -0.69870 1.24588 4.16884
O4 -1.34115 2.92979 2.40815
C22 1.06650 3.11151 3.50236
F4 0.60644 3.95585 4.43959
F5 1.53741 3.81892 2.45627
F6 2.06725 2.35673 3.99466
C23 0.01415 -1.90705 -0.41572
C24 0.23475 -2.76846 -1.47592
H1 1.58661 -1.95748 -5.23483
H2 0.84218 -3.46244 -5.83484
H3 -0.15424 -1.99639 -5.63498
H4 -0.58455 -4.60678 -2.86405
H5 -0.84452 -4.52706 -4.62538
H6 0.70820 -5.11103 -3.99336
H7 1.03536 -0.41394 -3.85960
H8 0.78154 1.05632 -1.86376
H9 -1.35782 -0.12374 0.91597
H10 -3.52947 1.48244 -3.11861
H11 -4.66180 2.46276 -2.11432
H12 -3.63254 3.26464 -3.32421
H13 -2.06787 5.78675 0.63939
H14 -0.47128 5.17828 1.19990
H15 -0.66192 5.91411 -0.44088
H16 1.22537 1.44040 1.27867
H17 -0.76779 -0.98503 3.39468
H18 0.15034 -3.09008 4.32390
H19 3.95515 -2.18771 2.52761
H20 3.02480 -0.08374 1.58306
H21 -0.23865 -2.32108 0.56138
H22 0.17237 -3.84257 -1.31469

***

# 4
Here is a molecular structure, C24H22IN8Tl in a non-equilibrium geometry from OMol25. Energies are from wB97M-V/def2-TZVPD.

As for the LUMO energy: -7.20 eV. Its energy is -1835.39117 Ha. As for the net charge: +2. The energy above the lowest of the compared OMol25 structures with the same formula, charge and spin comes out at 2.088 eV.

Atoms and positions in Å:
Tl1 13.59718 7.21854 7.80846
C1 10.32894 10.11186 7.03447
C2 11.38255 9.21078 6.82598
N1 12.18774 9.00726 7.81044
C3 12.09247 9.72782 8.96050
C4 11.16479 10.72934 9.04489
N2 10.20523 10.88853 8.07555
C5 12.97967 9.42726 10.05366
C6 13.00466 10.14215 11.26935
C7 13.84877 9.79955 12.31224
C8 14.63351 8.54503 12.00331
C9 14.64608 7.98210 10.76334
N3 13.82255 8.41874 9.78341
C10 15.38088 6.77415 10.46417
C11 16.43925 6.32528 11.24220
N4 16.99501 5.18235 10.94970
C12 16.82110 4.55569 9.83986
C13 15.76110 5.02912 9.03063
N5 15.10653 6.09214 9.29180
C14 14.01256 10.74561 13.42849
C15 15.35596 11.08910 13.71963
C16 15.61887 12.07685 14.58151
N6 14.60393 12.73947 15.21074
C17 13.35898 12.42269 14.99223
C18 12.98562 11.39120 14.06383
H1 9.62160 10.25739 6.27737
H2 11.27100 8.43274 6.08515
H3 11.02174 11.16536 10.01614
H4 12.35599 10.95004 11.52288
H5 15.20628 8.16019 12.83328
H6 16.82125 7.02920 12.00420
H7 17.44027 3.71866 9.56504
H8 15.57014 4.43941 8.14844
H9 16.16228 10.63430 13.24248
H10 16.58634 12.51707 14.73034
H11 12.60926 12.92064 15.48648
H12 11.94485 11.11642 13.97366
N7 11.94746 5.74425 8.41724
C19 11.14635 5.53176 9.27856
N8 10.31331 5.33826 10.23635
C20 8.98395 4.66386 9.80564
C21 7.92012 4.74595 10.88421
C22 8.38318 4.09247 12.14440
C23 9.93045 3.87212 12.24346
C24 10.75798 5.02233 11.66044
H13 9.16664 3.58240 9.61278
H14 8.72744 5.05302 8.81643
H15 7.04788 4.22978 10.46911
H16 7.71871 5.81044 10.98393
H17 7.85488 3.12530 12.16848
H18 8.08726 4.55777 13.09739
H19 10.23202 2.98474 11.66941
H20 10.15616 3.71734 13.26566
H21 11.85678 4.84078 11.65208
H22 10.53390 5.92268 12.10112
I1 15.11567 6.95769 5.65955

***

# 5
Here is a molecular structure, C24H22MoN2O6PS2 in a non-equilibrium geometry from OMol25. Energies are from wB97M-V/def2-TZVPD.

As for the LUMO energy (alpha / beta): -2.95 / -3.88 eV. As for the spin multiplicity: 3. Its energy is -2694.62522 Ha. As for the net charge: +1. The energy above the lowest of the compared OMol25 structures with the same formula, charge and spin comes out at 0.226 eV.

Atoms and positions in Å:
Mo1 -0.64286 1.16373 0.12334
O1 -1.53816 4.37523 -2.21296
C1 -1.59306 3.42093 -1.47656
O2 -0.60096 2.64463 -1.14766
C2 -2.83386 2.96983 -0.75346
C3 -4.13016 3.42423 -0.94166
C4 -5.14046 2.89183 -0.14666
C5 -4.82396 1.93003 0.80514
C6 -3.50546 1.51903 0.91894
N1 -2.53106 2.02303 0.14614
C7 -2.94796 0.44713 1.81514
O3 -3.59786 -0.23927 2.56644
O4 -1.66296 0.36133 1.62094
H1 -4.32356 4.16193 -1.70606
H2 -6.15386 3.24103 -0.25906
H3 -5.56096 1.48053 1.44954
S1 -1.57296 -0.74407 -1.13806
P1 -0.41016 -1.86677 0.14324
S2 0.89784 -0.69987 1.15624
C8 0.57984 -2.97707 -0.89076
C9 1.52914 -2.38017 -1.71236
C10 2.38504 -3.17977 -2.44086
C11 2.29114 -4.56077 -2.35126
C12 1.32314 -5.14847 -1.55416
C13 0.45564 -4.35657 -0.82186
C14 -1.44146 -2.86887 1.23734
C15 -2.76556 -3.10897 0.89654
C16 -3.52636 -3.93457 1.70264
C17 -2.96336 -4.51657 2.82664
C18 -1.63896 -4.27297 3.15734
C19 -0.86636 -3.44517 2.36524
H4 1.57994 -1.29977 -1.76886
H5 3.13784 -2.73727 -3.07146
H6 2.98124 -5.18017 -2.90316
H7 1.24784 -6.22387 -1.48816
H8 -0.31186 -4.79987 -0.20456
H9 -3.18356 -2.66357 0.00364
H10 -4.55656 -4.12427 1.45014
H11 -3.55656 -5.16707 3.45034
H12 -1.20636 -4.72567 4.03594
H13 0.16904 -3.24497 2.60734
O5 1.29784 2.37643 0.76554
C20 1.85984 1.84703 -0.22236
O6 1.29614 1.08443 -1.00626
C21 3.36374 2.13433 -0.38216
N2 3.75914 2.91453 0.82614
C22 4.20194 4.26673 0.38394
C23 4.70084 4.02813 -1.03506
C24 3.68264 3.03073 -1.58856
H14 3.89344 1.18073 -0.43416
H15 4.48844 2.44663 1.36354
H16 2.86984 2.94853 1.38624
H17 4.96594 4.65883 1.05384
H18 3.34174 4.93743 0.38864
H19 5.70274 3.59843 -1.01676
H20 4.73044 4.94183 -1.62226
H21 4.07254 2.46573 -2.43276
H22 2.78204 3.55123 -1.91596

***

# 6
Here is a molecular structure, C24H22N3PdS2Sb in a non-equilibrium geometry from OMol25. Energies are from wB97M-V/def2-TZVPD.

As for the LUMO energy: -0.99 eV. Its energy is -2256.51263 Ha.

Atoms and positions in Å:
Pd1 0.02502 0.79859 -0.27802
C1 2.94372 -1.92098 -2.99113
C2 2.76352 -0.49909 -2.55073
C3 2.80933 0.56408 -3.45448
C4 2.62198 1.85366 -3.00214
C5 2.35595 2.05376 -1.66283
C6 2.28788 0.94498 -0.81482
N1 2.53947 -0.30337 -1.25303
Sb1 2.44699 1.19904 1.36964
C7 1.87177 -0.84767 1.71188
C8 2.53060 -1.74252 2.53816
C9 2.01382 -3.02734 2.63768
C10 0.87982 -3.36123 1.92172
C11 0.27106 -2.40332 1.10941
C12 -0.95842 -2.68485 0.30117
N2 0.78042 -1.17173 1.02348
C13 0.39105 1.90628 1.73750
C14 0.03851 3.22997 1.45979
C15 -1.10972 3.74687 2.02408
C16 -1.86910 2.93538 2.84097
C17 -1.44533 1.63198 3.10786
C18 -2.24043 0.70223 3.97470
N3 -0.32001 1.14384 2.59006
H1 3.27962 -1.98352 -4.02591
H2 1.99357 -2.45116 -2.90169
H3 3.66468 -2.42413 -2.34642
H4 2.99873 0.37232 -4.50272
H5 2.65984 2.68836 -3.68947
H6 2.19165 3.04831 -1.27216
H7 3.41660 -1.44770 3.08565
H8 2.49399 -3.76375 3.27151
H9 0.45989 -4.35775 1.98573
H10 -1.32477 -3.69783 0.46067
H11 -0.74603 -2.53635 -0.75786
H12 -1.73887 -1.96794 0.55498
H13 0.65376 3.83088 0.80474
H14 -1.42257 4.76084 1.81193
H15 -2.78620 3.30477 3.28141
H16 -3.05855 1.21862 4.47630
H17 -1.59332 0.24100 4.72123
H18 -2.65859 -0.09729 3.36013
S1 -0.50994 0.23250 -2.48798
C19 -2.10051 0.91422 -2.80566
C20 -2.58326 1.01560 -4.11001
C21 -3.85219 1.51959 -4.35102
C22 -4.64738 1.92779 -3.28457
C23 -4.16501 1.82786 -1.98862
C24 -2.88896 1.31936 -1.74806
S2 -2.28651 1.14712 -0.10387
H19 -1.94904 0.69744 -4.93110
H20 -4.22013 1.60156 -5.36639
H21 -5.63698 2.32876 -3.46614
H22 -4.77079 2.14638 -1.14658